1.
Entry from the OMol25 dataset: a cluster of 2 separate species, C2H5FN2O3 in total at a distorted geometry (the ωB97M-V functional and the def2-TZVPD basis).

Positions of all 13 atoms, in Å:
N: -0.40 1.19 -0.96
C: 0.49 0.66 -0.11
F: 1.01 1.64 0.69
N: 1.32 -0.41 -0.21
O: 2.05 -0.77 0.70
O: 0.79 -1.28 -1.22
H: -0.69 2.25 -0.69
H: -0.28 1.12 -1.94
H: 0.20 -2.05 -0.89
C: -1.11 -0.55 1.13
O: -1.39 -1.51 0.40
H: -1.71 0.37 1.24
H: -0.27 -0.65 1.85

Results
F_max ... 4.3 eV/Å
E_HOMO (alpha / beta) ... -0.313 / -0.313 Eh
SMILES string ... N/C(F)=[N+](/[O-])O.C=O
Energy relative to the best compared isomer or geometry (same formula, charge and spin) ... 50.9 kcal/mol
E_tot ... -514.10348 Ha
HOMO-LUMO gap (alpha / beta) ... 8.3 / 8.3 eV



2.
Entry from the OMol25 dataset: a cluster of 2 separate species, C6H15NO in total at a distorted geometry (the ωB97M-V functional and the def2-TZVPD basis).

Positions of all 23 atoms, in Å:
C: 0.20 1.20 0.56
N: -0.96 0.71 -0.21
C: -1.27 -0.66 0.11
C: -1.77 -0.81 1.58
C: -0.52 0.78 -1.64
C: 0.99 0.63 -1.69
C: 1.48 1.22 -0.34
H: 0.06 2.24 0.87
H: 0.49 0.61 1.42
H: -0.65 -1.49 -0.21
H: -2.19 -0.89 -0.47
H: -2.85 -1.03 1.55
H: -1.68 0.10 2.15
H: -1.34 -1.71 2.00
H: -0.81 1.72 -2.12
H: -1.04 -0.04 -2.15
H: 1.44 1.19 -2.51
H: 1.20 -0.44 -1.70
H: 1.91 2.20 -0.54
H: 2.22 0.54 0.09
H: 1.96 -1.99 1.90
H: 2.03 -2.00 0.43
O: 1.41 -2.29 1.15

Results
F_max ... 2.9 eV/Å
E_HOMO (alpha / beta) ... 0.031 / -0.196 Eh
Energy relative to the best compared isomer or geometry (same formula, charge and spin) ... 22.3 kcal/mol
Total charge ... -1
Spin multiplicity ... 2
E_tot ... -367.52790 Ha
HOMO-LUMO gap (alpha / beta) ... 3.0 / 9.1 eV



3.
Entry from the OMol25 dataset: a structure of composition C11H12O5ReS4Sb (the ωB97M-V functional and the def2-TZVPD basis).

Positions of all 34 atoms, in Å:
Re: 0.54 0.53 -0.52
O: 1.42 4.27 1.00
C: 0.95 3.10 0.76
O: 1.25 2.45 -0.26
C: 0.00 2.57 1.80
O: -0.35 1.24 1.44
C: -1.74 0.85 1.60
C: -2.16 -0.01 0.41
O: -3.19 -0.59 0.39
O: -1.30 0.03 -0.64
H: 2.03 4.59 0.30
H: -0.87 3.23 1.83
H: 0.48 2.60 2.78
H: -2.37 1.74 1.61
H: -1.86 0.30 2.53
S: 0.99 1.26 -5.53
Sb: -0.98 -0.25 -5.91
S: 1.21 0.09 -2.55
S: 0.86 1.81 -3.59
S: -1.46 -0.85 -3.86
C: 2.08 -0.33 0.60
C: 1.09 -1.41 0.53
C: 0.95 -2.15 -0.67
C: -0.08 -3.08 -0.82
C: -0.93 -3.32 0.23
C: -0.76 -2.66 1.46
C: 0.21 -1.72 1.62
H: 3.02 -0.47 0.08
H: 2.21 0.09 1.60
H: 1.73 -2.08 -1.43
H: -0.18 -3.63 -1.75
H: -1.72 -4.05 0.12
H: -1.41 -2.92 2.29
H: 0.36 -1.22 2.56

Results
F_max ... 0.2 eV/Å
E_HOMO (alpha / beta) ... -0.533 / -0.531 Eh
Energy relative to the best compared isomer or geometry (same formula, charge and spin) ... 28.8 kcal/mol
Total charge ... +2
E_tot ... -2713.27309 Ha
HOMO-LUMO gap (alpha / beta) ... 5.8 / 6.2 eV



4.
Entry from the OMol25 dataset: a structure of composition C73H75BN6P3S2Se2Sn (the ωB97M-V functional and the def2-TZVPD basis).

Positions of all 163 atoms, in Å:
Sn: 0.06 0.13 -0.33
Se: 5.45 -1.15 4.34
P: 3.74 -0.01 4.67
C: 2.88 -0.51 6.19
C: 2.06 -1.63 6.14
C: 1.50 -2.14 7.31
C: 1.77 -1.53 8.52
C: 2.63 -0.43 8.58
C: 3.20 0.06 7.42
C: 4.10 1.77 4.88
C: 5.30 2.27 4.39
C: 5.65 3.59 4.64
C: 4.82 4.40 5.40
C: 3.63 3.89 5.90
C: 3.26 2.59 5.63
C: 2.52 -0.22 3.32
C: 1.54 0.51 2.61
N: 1.16 -0.32 1.59
N: 1.85 -1.43 1.65
N: 2.67 -1.38 2.65
P: 0.52 1.93 2.91
Se: -0.91 2.11 1.25
C: 1.39 3.50 2.74
C: 2.65 3.57 2.16
C: 3.20 4.81 1.88
C: 2.51 5.97 2.19
C: 1.24 5.90 2.76
C: 0.67 4.67 3.00
C: -0.15 1.75 4.59
C: -0.17 2.80 5.50
C: -0.64 2.58 6.79
C: -1.12 1.33 7.16
C: -1.10 0.29 6.24
C: -0.59 0.49 4.97
H: 1.87 -2.11 5.19
H: 0.88 -3.02 7.27
H: 1.34 -1.92 9.43
H: 2.87 0.02 9.53
H: 3.91 0.88 7.47
H: 5.96 1.61 3.84
H: 6.59 3.97 4.27
H: 5.11 5.41 5.63
H: 2.99 4.52 6.51
H: 2.34 2.19 6.03
H: 3.18 2.66 1.92
H: 4.19 4.87 1.43
H: 2.96 6.93 1.98
H: 0.70 6.81 2.99
H: -0.35 4.60 3.36
H: 0.20 3.78 5.23
H: -0.64 3.40 7.50
H: -1.50 1.17 8.16
H: -1.47 -0.69 6.52
H: -0.54 -0.34 4.28
C: -6.11 0.99 2.64
C: -5.82 0.31 1.46
C: -4.64 -0.41 1.34
C: -3.74 -0.47 2.40
C: -4.03 0.23 3.58
C: -5.21 0.95 3.69
P: -2.07 -1.20 2.26
C: -2.12 -2.70 3.32
C: -3.17 -3.04 4.16
C: -3.11 -4.21 4.90
C: -1.99 -5.03 4.83
C: -0.93 -4.68 4.00
C: -0.99 -3.52 3.26
C: -2.15 -2.01 0.62
C: -2.98 -3.11 0.39
C: -3.07 -3.67 -0.86
C: -2.31 -3.17 -1.91
C: -1.45 -2.11 -1.68
C: -1.36 -1.52 -0.42
H: -7.02 1.57 2.72
H: -6.52 0.34 0.64
H: -4.43 -0.92 0.41
H: -3.33 0.21 4.40
H: -5.42 1.50 4.60
H: -4.05 -2.41 4.22
H: -3.94 -4.50 5.53
H: -1.94 -5.94 5.42
H: -0.06 -5.33 3.93
H: -0.16 -3.24 2.61
H: -3.57 -3.50 1.22
H: -3.74 -4.51 -1.04
H: -2.37 -3.61 -2.89
H: -0.84 -1.73 -2.49
C: 2.40 3.47 -1.00
C: 2.66 3.53 -2.51
C: 3.97 2.85 -2.90
C: 1.39 3.07 -3.22
C: 0.57 4.05 -3.62
C: -0.78 3.80 -4.18
C: -1.12 2.31 -4.42
C: -0.05 1.31 -4.17
C: -0.31 -0.08 -4.71
C: -1.78 -0.52 -4.65
C: 0.17 -0.13 -6.17
C: 1.04 1.65 -3.48
N: 1.90 0.61 -3.03
B: 1.89 -0.09 -1.78
N: 2.94 -1.05 -1.88
C: 3.49 -0.94 -3.15
C: 2.87 0.04 -3.84
C: 3.48 -2.10 -1.04
C: 4.58 -1.86 -0.20
C: 5.03 -2.91 0.59
C: 4.43 -4.16 0.55
C: 3.41 -4.40 -0.35
C: 2.93 -3.38 -1.16
C: 1.88 -3.72 -2.20
C: 2.54 -4.23 -3.48
C: 0.87 -4.77 -1.71
C: 5.37 -0.57 -0.09
C: 6.16 -0.26 -1.37
C: 4.57 0.65 0.36
H: 3.30 3.76 -0.45
H: 2.12 2.46 -0.69
H: 1.60 4.14 -0.72
H: 2.78 4.59 -2.77
H: 4.06 1.84 -2.51
H: 4.80 3.43 -2.52
H: 4.07 2.80 -3.99
H: 0.84 5.09 -3.49
H: -1.02 4.47 -5.01
H: -1.61 2.13 -5.37
H: 0.29 -0.78 -4.13
H: -2.38 -0.04 -5.42
H: -2.23 -0.31 -3.68
H: -1.84 -1.59 -4.82
H: -0.39 0.58 -6.78
H: -0.02 -1.13 -6.58
H: 1.23 0.09 -6.26
H: 4.29 -1.58 -3.48
H: 3.06 0.39 -4.84
H: 5.84 -2.74 1.28
H: 4.78 -4.94 1.22
H: 2.99 -5.39 -0.41
H: 1.32 -2.81 -2.45
H: 3.14 -5.12 -3.27
H: 3.19 -3.49 -3.94
H: 1.78 -4.51 -4.21
H: 1.31 -5.76 -1.72
H: 0.02 -4.79 -2.39
H: 0.51 -4.54 -0.71
H: 6.11 -0.75 0.70
H: 5.50 0.08 -2.17
H: 6.70 -1.14 -1.71
H: 6.88 0.54 -1.18
H: 3.82 0.93 -0.37
H: 5.24 1.50 0.51
H: 4.07 0.45 1.31
S: -1.96 1.58 -1.70
C: -2.17 2.41 -3.25
N: -1.84 3.92 -3.10
C: -3.00 4.80 -3.31
C: -3.88 4.11 -4.33
S: -3.90 2.36 -3.84
H: -1.41 4.07 -2.18
H: -2.66 5.78 -3.64
H: -3.52 4.90 -2.36
H: -3.51 4.22 -5.35
H: -4.91 4.47 -4.29

Results
F_max ... 0.8 eV/Å
E_HOMO ... -0.347 Eh
Total charge ... +1
E_tot ... -10017.64750 Ha
HOMO-LUMO gap ... 7.0 eV



5.
Entry from the OMol25 dataset: a structure of composition C26H24Br2FN5O3V (the ωB97M-V functional and the def2-TZVPD basis).

Positions of all 62 atoms, in Å:
V: 0.06 -0.11 0.08
Br: -1.57 1.74 6.28
C: -1.05 1.15 4.59
C: 0.30 1.03 4.26
C: 0.63 0.62 2.99
N: -0.29 0.30 2.08
C: -1.60 0.38 2.40
C: -2.01 0.83 3.64
C: -2.55 -0.03 1.33
C: -3.89 -0.27 1.56
C: -4.69 -0.69 0.50
Br: -6.50 -1.01 0.79
C: -4.12 -0.89 -0.75
C: -2.78 -0.65 -0.91
N: -2.00 -0.24 0.11
H: 1.07 1.27 4.98
H: 1.67 0.53 2.68
H: -3.06 0.93 3.88
H: -4.32 -0.15 2.54
H: -4.72 -1.22 -1.59
H: -2.29 -0.82 -1.86
C: 5.46 0.73 -5.10
C: 5.60 -0.15 -3.87
N: 4.59 0.18 -2.84
C: 3.48 -0.55 -2.78
C: 2.48 -0.32 -1.86
C: 1.26 -1.20 -1.87
O: 0.68 -1.54 -2.85
O: 0.87 -1.56 -0.62
C: 2.56 0.77 -0.98
O: 1.62 1.07 -0.13
C: 3.75 1.57 -1.05
C: 3.92 2.68 -0.20
C: 5.05 3.43 -0.28
F: 5.21 4.44 0.58
C: 6.07 3.18 -1.23
C: 5.90 2.08 -2.06
C: 4.76 1.27 -1.98
N: 7.20 3.99 -1.34
C: 8.53 3.39 -1.23
C: 9.53 4.14 -2.10
N: 9.52 5.59 -1.71
C: 8.14 6.18 -1.80
C: 7.18 5.38 -0.93
H: 6.22 0.44 -5.84
H: 5.59 1.78 -4.88
H: 4.48 0.60 -5.56
H: 6.58 -0.10 -3.41
H: 5.44 -1.20 -4.13
H: 3.40 -1.36 -3.49
H: 3.16 2.92 0.53
H: 6.65 1.89 -2.82
H: 8.51 2.35 -1.55
H: 8.87 3.40 -0.19
H: 9.26 4.10 -3.15
H: 10.54 3.76 -1.96
H: 10.16 6.12 -2.31
H: 9.88 5.70 -0.75
H: 7.85 6.15 -2.84
H: 8.20 7.22 -1.46
H: 6.19 5.81 -1.06
H: 7.45 5.50 0.13

Results
F_max ... 0.8 eV/Å
E_HOMO (alpha / beta) ... -0.599 / -0.599 Eh
Energy relative to the best compared isomer or geometry (same formula, charge and spin) ... 0.0 kcal/mol
Total charge ... +3
Spin multiplicity ... 3
E_tot ... -7695.80991 Ha
HOMO-LUMO gap (alpha / beta) ... 7.6 / 7.9 eV



6.
Entry from the OMol25 dataset: a cluster of 2 separate species, C2H9N3 in total at a distorted geometry (the ωB97M-V functional and the def2-TZVPD basis).

Positions of all 14 atoms, in Å:
H: -0.20 -2.51 -0.51
N: -0.87 -2.29 0.22
C: -0.15 -1.66 1.07
N: -0.75 -0.79 1.96
H: 0.94 -1.82 1.14
H: -0.31 0.12 2.08
H: -1.69 -0.52 1.64
C: -0.02 1.61 -0.86
N: 0.99 0.72 -1.27
H: -0.18 2.52 -1.47
H: -0.97 1.10 -0.77
H: 0.34 1.99 0.12
H: 1.89 1.24 -1.18
H: 0.99 0.27 -2.18

Results
F_max ... 3.5 eV/Å
E_HOMO ... -0.331 Eh
SMILES string ... [H]/N=C/N.CN
Energy relative to the best compared isomer or geometry (same formula, charge and spin) ... 29.8 kcal/mol
E_tot ... -245.82423 Ha
HOMO-LUMO gap ... 9.9 eV



7.
Entry from the OMol25 dataset: a structure of composition C17H33GaIN4O2 (the ωB97M-V functional and the def2-TZVPD basis).

Positions of all 58 atoms, in Å:
C: 3.29 -0.55 0.60
C: 2.18 -1.20 -0.22
C: 0.99 -1.65 0.64
C: -0.14 -0.61 0.66
Ga: -1.56 -0.83 -0.78
I: -1.00 -3.10 -2.09
C: -1.39 0.57 -2.24
O: -0.02 0.86 -2.63
O: 0.41 2.01 -1.89
C: -3.48 -1.04 -0.17
C: -3.73 -2.45 0.41
C: -3.99 0.07 0.80
C: -3.03 1.23 1.11
H: 3.67 -1.24 1.36
H: 2.91 0.33 1.13
H: 4.14 -0.24 -0.02
H: 2.60 -2.05 -0.78
H: 1.82 -0.49 -0.97
H: 0.63 -2.62 0.27
H: 1.36 -1.82 1.66
H: 0.30 0.38 0.50
H: -0.60 -0.57 1.65
H: -1.88 1.53 -1.99
H: -1.87 0.20 -3.16
H: 0.87 1.61 -1.13
H: -4.08 -0.96 -1.08
H: -2.84 -2.90 0.85
H: -4.53 -2.44 1.16
H: -4.05 -3.14 -0.38
H: -4.90 0.51 0.38
H: -4.29 -0.39 1.74
H: -3.58 2.06 1.57
H: -2.25 0.93 1.81
H: -2.57 1.62 0.20
C: 1.14 3.51 -4.39
C: 1.84 3.95 -5.59
N: 2.39 4.29 -6.54
H: 1.73 3.72 -3.51
H: 0.19 4.04 -4.31
H: 0.93 2.44 -4.42
C: 3.35 -4.45 1.14
C: 3.11 -4.04 2.52
N: 2.91 -3.70 3.60
H: 3.62 -3.58 0.55
H: 4.15 -5.18 1.10
H: 2.44 -4.88 0.72
C: 3.27 -2.81 7.09
C: 2.22 -1.89 7.50
N: 1.40 -1.16 7.82
H: 4.25 -2.37 7.32
H: 3.17 -3.75 7.63
H: 3.22 -3.01 6.02
C: -2.18 6.04 -4.24
C: -2.99 5.53 -3.14
N: -3.63 5.15 -2.26
H: -1.94 5.24 -4.94
H: -2.74 6.81 -4.77
H: -1.26 6.47 -3.86

Results
F_max ... 0.5 eV/Å
E_HOMO ... -0.181 Eh
Total charge ... -1
E_tot ... -3259.48677 Ha
HOMO-LUMO gap ... 7.2 eV



8.
Entry from the OMol25 dataset: a structure of composition C27H36N2O3PdSSb (the ωB97M-V functional and the def2-TZVPD basis).

Positions of all 71 atoms, in Å:
Pd: -0.66 0.69 0.32
O: -3.35 2.33 0.38
N: -3.36 3.43 0.38
N: -1.55 3.89 -0.37
O: -0.91 2.87 -0.54
C: -1.13 5.13 -0.68
C: -2.04 6.19 -0.42
C: -1.66 7.47 -0.72
C: -0.39 7.70 -1.27
C: 0.51 6.65 -1.53
C: 0.16 5.37 -1.24
H: -3.01 5.99 0.00
H: -2.33 8.30 -0.54
H: -0.10 8.72 -1.51
H: 1.48 6.88 -1.95
H: 0.83 4.54 -1.42
C: 2.95 1.36 -0.21
C: 2.94 -0.12 -0.59
C: 3.86 -0.41 -1.78
Sb: 0.94 -0.75 -1.05
C: 0.71 -2.86 -0.75
C: 1.92 -3.61 -1.32
C: -0.61 -3.35 -1.32
C: 0.47 -0.16 -3.07
C: 1.02 -1.17 -4.07
C: -1.03 0.05 -3.21
H: 3.97 1.67 0.03
H: 2.32 1.57 0.66
H: 2.61 1.98 -1.05
H: 3.24 -0.73 0.27
H: 3.59 0.18 -2.65
H: 3.87 -1.46 -2.06
H: 4.88 -0.14 -1.51
H: 0.71 -2.96 0.34
H: 2.00 -3.49 -2.40
H: 1.80 -4.67 -1.12
H: 2.86 -3.29 -0.87
H: -0.63 -3.27 -2.41
H: -1.47 -2.81 -0.92
H: -0.75 -4.40 -1.08
H: 0.99 0.79 -3.18
H: 0.50 -2.13 -4.01
H: 2.09 -1.34 -3.96
H: 0.86 -0.78 -5.08
H: -1.59 -0.87 -3.06
H: -1.25 0.40 -4.23
H: -1.42 0.81 -2.52
O: -2.16 0.50 2.25
S: -1.22 -0.61 1.96
C: -0.06 -0.90 3.23
C: -0.54 -1.36 4.46
C: 0.37 -1.54 5.49
C: 1.72 -1.26 5.28
C: 2.18 -0.80 4.06
C: 1.28 -0.60 3.02
C: -2.10 -2.11 1.73
C: -1.51 -3.33 2.06
C: -2.23 -4.49 1.84
C: -3.51 -4.42 1.31
C: -4.08 -3.20 0.98
C: -3.38 -2.03 1.19
H: -1.59 -1.58 4.60
H: 0.03 -1.89 6.45
H: 2.42 -1.41 6.10
H: 3.23 -0.58 3.92
H: 1.61 -0.22 2.06
H: -0.52 -3.37 2.51
H: -1.80 -5.45 2.11
H: -4.07 -5.33 1.15
H: -5.09 -3.16 0.58
H: -3.82 -1.06 0.96

Results
F_max ... 0.1 eV/Å
E_HOMO ... -0.634 Eh
Energy relative to the best compared isomer or geometry (same formula, charge and spin) ... 0.0 kcal/mol
Total charge ... +3
E_tot ... -2150.78805 Ha
HOMO-LUMO gap ... 6.3 eV



9.
Entry from the OMol25 dataset: a cluster of 3 separate species, C3H15N2O2 in total at a distorted geometry (the ωB97M-V functional and the def2-TZVPD basis).

Positions of all 22 atoms, in Å:
C: 0.41 0.91 -2.12
N: -0.38 -0.15 -2.73
C: 0.73 0.35 -0.71
N: -0.34 -0.50 -0.17
C: -1.58 0.36 0.01
H: 1.39 1.01 -2.58
H: 0.05 1.90 -2.46
H: 0.12 -0.78 -3.40
H: -1.17 0.30 -3.19
H: 1.63 -0.27 -0.86
H: 0.94 1.06 0.11
H: -0.12 -0.85 0.81
H: -0.50 -1.23 -0.92
H: -1.65 0.68 1.02
H: -1.45 1.29 -0.80
H: -2.42 -0.23 -0.44
H: 1.03 1.06 3.12
H: 0.03 2.22 2.74
O: 0.43 1.37 2.54
H: 1.49 -2.08 2.69
H: 0.46 -2.98 1.87
O: 0.56 -2.15 2.40

Results
F_max ... 5.3 eV/Å
E_HOMO ... -0.513 Eh
Energy relative to the best compared isomer or geometry (same formula, charge and spin) ... 40.7 kcal/mol
Total charge ... +1
E_tot ... -383.01103 Ha
HOMO-LUMO gap ... 11.2 eV